*P*
ORCA calculation (wB97M-V/def2-TZVPD) on a molecular structure, C3H12N3S.

Atoms and positions in Å:
C1 -0.03 -0.99 -0.91
C2 0.81 0.58 1.03
C3 0.93 -0.56 0.14
N1 1.76 -1.54 0.53
N2 -2.59 0.75 -0.52
N3 -0.34 1.22 1.13
S1 1.97 1.16 -0.86
H1 -0.73 -0.17 -1.05
H2 -0.79 -1.72 -0.66
H3 0.49 -1.46 -1.71
H4 1.57 0.69 1.67
H5 2.54 -1.53 1.13
H6 1.85 -2.33 -0.06
H7 -2.91 1.65 -0.24
H8 -2.72 0.58 -1.52
H9 -1.10 0.91 0.46
H10 -0.65 1.92 1.76
H11 -3.27 0.18 -0.04
H12 3.22 0.69 -0.29

Summary:
- Frontier orbital gap: 9.34 eV
- Net charge: +1
- LUMO energy: -3.871 eV


*Q*
ORCA calculation (wB97M-V/def2-TZVPD) on 2 unconnected molecules or ions with the total composition C3H12N3S.

Atoms and positions in Å:
C1 -0.83 0.17 -0.94
C2 -1.67 1.19 -1.69
S1 -1.11 1.46 -3.39
N1 -1.32 0.02 0.46
H1 0.22 0.47 -0.87
H2 -0.87 -0.80 -1.42
H3 -1.69 2.11 -1.10
H4 -2.69 0.82 -1.80
H5 0.21 1.57 -3.10
H6 -0.69 -0.65 1.02
H7 -2.28 -0.32 0.51
H8 -1.30 0.90 0.98
N2 2.63 -0.17 1.40
C3 1.95 -1.30 1.66
N3 0.69 -1.49 1.50
H9 2.13 0.69 1.21
H10 3.55 -0.13 1.79
H11 2.61 -2.10 2.01
H12 0.47 -2.44 1.76

Summary:
- Frontier orbital gap: 9.57 eV
- Net charge: +1
- LUMO energy: -3.087 eV


*R*
ORCA calculation (wB97M-V/def2-TZVPD) on 2 unconnected molecules or ions with the total composition C3H12N3S.

Atoms and positions in Å:
C1 -1.04 -1.47 -2.18
C2 0.91 1.18 2.28
C3 -0.33 -1.14 -0.85
N1 0.83 1.48 1.03
N2 0.93 1.93 3.29
N3 0.52 -0.03 -1.04
S1 -1.63 -0.75 0.36
H1 -1.98 -2.13 -2.15
H2 -0.17 -1.94 -2.68
H3 -1.35 -0.67 -2.79
H4 0.18 -2.13 -0.59
H5 0.71 0.73 0.21
H6 0.40 2.44 0.70
H7 0.58 2.87 3.24
H8 1.41 1.72 4.24
H9 1.10 0.07 2.56
H10 -0.05 0.64 -1.67
H11 1.38 -0.21 -1.46
H12 -2.30 -2.03 0.29

Summary:
- Frontier orbital gap: 9.72 eV
- Net charge: +1
- LUMO energy: -2.753 eV


Quick one: least stable of them? *P*


*P*
ORCA calculation (wB97M-V/def2-TZVPD) on a gas-phase ion, C5H10NO (charge -1).

Atoms and positions in Å:
C1 -1.13 -1.49 -1.14
O1 -1.99 -1.18 -2.09
C2 -0.62 -0.13 -0.22
C3 0.88 -0.14 -0.07
C4 1.35 0.99 0.86
C5 1.69 0.75 2.20
N1 -1.09 1.03 -1.02
H1 -0.14 -1.72 -1.73
H2 -1.37 -2.06 -0.36
H3 -1.29 -0.24 0.61
H4 1.29 -1.11 0.34
H5 1.33 0.16 -1.04
H6 1.08 1.91 0.58
H7 1.99 -0.31 2.44
H8 1.40 1.38 3.03
H9 -1.59 0.60 -1.86
H10 -1.80 1.59 -0.54

Summary:
- Frontier orbital gap: 6.64 eV
- Net charge: -1
- LUMO energy: 3.981 eV


*Q*
ORCA calculation (wB97M-V/def2-TZVPD) on a molecular structure, C5H10NO.

Atoms and positions in Å:
C1 -1.19 -0.59 -0.23
C2 0.15 -0.79 0.07
C3 -1.58 0.77 -0.72
C4 0.81 -1.98 0.56
C5 1.76 1.35 0.28
N1 1.23 0.52 -0.80
O1 2.26 0.02 -1.40
H1 -1.96 -1.23 0.33
H2 -1.56 1.47 0.02
H3 -2.59 0.96 -1.22
H4 -0.85 1.12 -1.53
H5 0.38 -2.96 0.32
H6 0.93 -2.04 1.67
H7 1.88 -2.08 0.22
H8 2.51 0.74 0.76
H9 2.25 2.05 -0.28
H10 0.88 1.73 0.95

Summary:
- Frontier orbital gap (spin up / spin down): 5.77 / 5.77 eV
- Net charge: -1
- LUMO energy (spin up / spin down): 4.245 / 4.245 eV


Quick one: least stable of them? *Q*


*P*
ORCA calculation (wB97M-V/def2-TZVPD) on a gas-phase ion, C4H13N2Si (charge +1).

Atoms and positions in Å:
C1 -0.64 -1.22 -0.58
C2 1.47 -1.20 1.07
C3 -1.43 1.88 0.76
C4 1.70 0.51 -1.63
N1 -1.94 -1.35 -0.54
N2 -0.19 1.19 0.95
Si1 0.62 0.07 -0.12
H1 -0.21 -2.16 -0.98
H2 1.15 -1.05 2.14
H3 1.12 -2.24 0.89
H4 2.54 -1.11 0.96
H5 -2.15 1.82 1.64
H6 -1.37 2.92 0.64
H7 -1.96 1.41 -0.07
H8 2.75 0.28 -1.45
H9 1.47 -0.01 -2.57
H10 1.56 1.59 -1.74
H11 -2.34 -2.16 -0.94
H12 -2.58 -0.67 -0.09
H13 0.43 1.49 1.68

Summary:
- Frontier orbital gap: 8.15 eV
- Net charge: +1
- LUMO energy: -4.906 eV


*Q*
ORCA calculation (wB97M-V/def2-TZVPD) on a gas-phase ion, C4H13N2Si (charge +1).

Atoms and positions in Å:
C1 1.06 -0.13 -0.53
C2 1.48 2.22 -0.68
C3 -1.45 0.42 0.92
C4 0.22 -1.24 0.48
N1 1.14 1.01 0.02
N2 -0.37 -0.42 1.39
Si1 -0.90 -2.40 -0.74
H1 1.14 -0.18 -1.54
H2 2.19 2.02 -1.61
H3 2.00 2.83 -0.05
H4 0.64 2.80 -1.03
H5 -1.42 0.68 -0.09
H6 -2.47 -0.06 1.19
H7 -1.39 1.44 1.52
H8 0.94 -1.96 0.89
H9 -0.44 -0.64 2.33
H10 0.98 0.99 1.12
H11 -1.39 -1.20 -1.66
H12 -2.09 -3.19 -0.36
H13 0.13 -2.99 -1.56

Summary:
- Frontier orbital gap: 8.63 eV
- Net charge: +1
- LUMO energy: -4.336 eV


Quick one: least stable of them? *Q*


*P*
ORCA calculation (wB97M-V/def2-TZVPD) on a single C6H9I molecule.

Atoms and positions in Å:
C1 -0.25 -1.20 1.17
C2 0.48 0.45 -0.66
C3 -0.32 0.12 0.32
C4 0.92 -0.89 1.89
C5 1.66 -0.31 -1.13
C6 -1.37 1.06 0.82
I1 0.62 0.00 3.75
H1 -1.28 -1.16 1.83
H2 -0.20 -2.06 0.66
H3 0.18 1.43 -1.07
H4 2.38 0.39 -1.49
H5 1.38 -0.86 -1.92
H6 2.09 -1.03 -0.35
H7 -1.23 1.93 0.25
H8 -1.20 1.19 1.87
H9 -2.36 0.67 0.74

Summary:
- Frontier orbital gap: 7.83 eV
- LUMO energy: -0.343 eV


*Q*
ORCA calculation (wB97M-V/def2-TZVPD) on 2 unconnected molecules or ions with the total composition C6H9I.

Atoms and positions in Å:
C1 -0.15 1.27 1.78
C2 0.84 0.64 1.49
C3 -0.65 -0.99 -1.60
C4 -0.34 0.45 -1.54
C5 -1.53 -0.09 -0.83
C6 1.90 -0.36 1.50
I1 -3.55 0.35 -1.55
H1 -1.65 -0.15 0.20
H2 -0.60 1.85 2.52
H3 -0.80 -1.30 -2.64
H4 -0.26 -1.67 -0.85
H5 0.45 0.94 -0.93
H6 -0.33 1.01 -2.50
H7 1.84 -0.82 2.54
H8 1.98 -1.26 0.97
H9 2.85 0.15 1.44

Summary:
- Frontier orbital gap: 9.64 eV
- LUMO energy: 0.738 eV


Quick one: least stable of them? *P*


*P*
ORCA calculation (wB97M-V/def2-TZVPD) on a molecular structure, C6H6IrN4S3Sb.

Atoms and positions in Å:
Ir1 -0.69 1.39 1.15
S1 -4.78 0.12 0.24
Sb1 -4.09 1.49 2.07
S2 -2.38 2.84 0.98
S3 -2.05 0.24 2.49
N1 2.53 -1.13 0.16
C1 3.17 -0.76 1.32
C2 2.39 0.20 1.89
N2 1.30 0.42 1.10
C3 1.41 -0.41 0.06
C4 0.33 -0.36 -0.90
N3 -0.68 0.43 -0.58
C5 -1.60 0.41 -1.60
C6 -1.12 -0.42 -2.56
N4 0.09 -0.89 -2.11
H1 2.85 -1.85 -0.47
H2 4.10 -1.21 1.62
H3 2.55 0.74 2.81
H4 -2.51 0.99 -1.56
H5 -1.53 -0.71 -3.51
H6 0.69 -1.52 -2.62

Summary:
- Frontier orbital gap (spin up / spin down): 6.78 / 5.93 eV
- Net charge: +1
- LUMO energy (spin up / spin down): -4.414 / -5.198 eV
- Multiplicity: 2
- <S²>: 0.76


*Q*
ORCA calculation (wB97M-V/def2-TZVPD) on a molecular structure, C6H6IrN4S3Sb.

Atoms and positions in Å:
Ir1 1.72 -0.23 0.95
S1 2.77 -2.63 2.52
Sb1 4.48 -0.97 2.40
S2 2.69 0.68 2.92
S3 3.85 -0.75 0.01
N1 -2.21 -1.10 -0.60
C1 -2.18 -2.28 0.08
C2 -0.99 -2.31 0.76
N2 -0.30 -1.18 0.49
C3 -1.06 -0.45 -0.33
C4 -0.61 0.84 -0.75
N3 0.57 1.29 -0.33
C5 0.71 2.56 -0.81
C6 -0.41 2.88 -1.52
N4 -1.23 1.79 -1.48
H1 -2.96 -0.79 -1.20
H2 -2.99 -2.98 0.04
H3 -0.61 -3.06 1.42
H4 1.58 3.14 -0.61
H5 -0.68 3.78 -2.04
H6 -2.14 1.75 -1.91

Summary:
- Frontier orbital gap (spin up / spin down): 6.11 / 5.60 eV
- Net charge: +1
- LUMO energy (spin up / spin down): -5.185 / -5.426 eV
- Multiplicity: 2
- <S²>: 0.77


Quick one: least stable of them? *Q*


*P*
ORCA calculation (wB97M-V/def2-TZVPD) on 2 unconnected molecules or ions with the total composition C10H10N2O2.

Atoms and positions in Å:
C1 2.17 -0.98 -0.64
C2 1.92 -1.00 0.77
C3 2.41 0.12 1.41
C4 3.21 1.06 0.85
C5 3.47 1.07 -0.54
C6 2.92 0.05 -1.29
C7 -1.45 -0.83 -0.32
C8 -2.73 -1.52 -0.07
C9 -3.73 -0.78 0.39
C10 -2.67 1.26 -0.11
H1 1.77 -1.79 -1.18
H2 1.17 -1.55 1.27
H3 1.91 0.51 2.47
H4 3.61 1.97 1.23
H5 4.00 1.93 -1.02
H6 3.12 -0.07 -2.30
H7 -0.61 1.15 -0.63
H8 -2.82 -2.63 -0.20
H9 -4.61 -1.33 0.80
H10 -4.74 1.18 0.02
N1 -1.37 0.62 -0.11
N2 -3.77 0.60 0.32
O1 -0.45 -1.48 -0.60
O2 -2.75 2.43 -0.52

Summary:
- Frontier orbital gap: 8.86 eV
- LUMO energy: 0.134 eV


*Q*
ORCA calculation (wB97M-V/def2-TZVPD) on a molecular structure, C10H10N2O2.

Atoms and positions in Å:
C1 1.17 -1.22 -0.23
C2 2.60 -1.39 -0.09
C3 3.43 -0.41 -0.03
C4 1.62 1.31 -0.07
C5 -1.39 0.59 1.29
C6 -1.65 -0.75 1.16
C7 -2.26 -1.29 0.03
C8 -2.75 -0.42 -0.94
C9 -2.58 0.93 -0.81
C10 -1.87 1.46 0.27
H1 -0.25 0.29 -0.12
H2 2.99 -2.35 -0.04
H3 4.58 -0.46 -0.25
H4 3.56 1.89 -0.61
H5 -0.87 0.98 2.14
H6 -1.30 -1.41 1.94
H7 -2.45 -2.37 -0.06
H8 -3.34 -0.76 -1.78
H9 -2.89 1.61 -1.61
H10 -1.74 2.52 0.30
N1 0.80 0.11 -0.17
N2 2.91 0.98 0.17
O1 0.56 -2.24 -0.23
O2 1.13 2.41 -0.24

Summary:
- Frontier orbital gap: 9.43 eV
- LUMO energy: 0.123 eV


*R*
ORCA calculation (wB97M-V/def2-TZVPD) on 2 unconnected molecules or ions with the total composition C10H10N2O2.

Atoms and positions in Å:
C1 2.28 0.65 -0.37
C2 1.48 0.76 0.76
C3 0.91 -0.23 1.53
C4 0.94 -1.44 0.81
C5 1.57 -1.53 -0.42
C6 2.27 -0.41 -1.05
C7 -0.93 1.42 -0.95
C8 -1.42 1.68 0.37
C9 -2.05 0.67 1.09
C10 -1.71 -0.94 -0.80
H1 3.05 1.59 -0.37
H2 1.41 1.74 1.30
H3 0.39 -0.18 2.44
H4 0.28 -2.19 1.23
H5 1.40 -2.51 -1.02
H6 2.51 -0.60 -2.27
H7 -0.44 -0.05 -2.17
H8 -1.37 2.47 1.09
H9 -2.67 0.82 2.07
H10 -2.60 -1.48 0.62
N1 -1.13 0.17 -1.49
N2 -2.36 -0.50 0.36
O1 -0.08 2.21 -1.55
O2 -1.70 -2.12 -1.19

Summary:
- Frontier orbital gap: 8.85 eV
- LUMO energy: -0.179 eV


Quick one: least stable of them? *R*